Molecular formula: C6H10S
Method: DFT, the ωB97M-V functional and the def2-TZVPD basis

Properties
LUMO   0.35 eV
ΔE to the lowest compared entry with this formula, charge and spin   188.4 kcal per mole
E   -632.50928 hartree
Charge   0
Multiplicity   1

The geometry in XYZ format:
```
17
Properties=species:S:1:pos:R:3:forces:R:3
C -0.817 1.678 -0.291 -2.43 0.05 -2.57
C -0.772 -1.641 -0.420 0.71 2.29 1.70
C 0.668 1.257 -0.426 0.75 1.82 0.22
C 0.796 -1.378 -0.418 -1.67 1.89 -1.08
C -0.225 0.017 1.423 0.87 -0.70 -2.09
C 0.933 -0.027 0.397 0.96 0.03 0.66
S -1.402 -0.004 -0.034 1.20 0.36 2.64
H -1.411 2.191 -1.246 1.98 -1.40 2.15
H -1.397 -1.966 -1.162 -0.67 -1.39 -2.46
H 0.868 0.944 -1.404 0.70 0.07 -1.84
H 1.341 2.162 -0.176 -0.90 -1.50 -0.23
H 1.297 -2.076 0.203 0.44 -1.26 0.16
H 1.272 -1.295 -1.456 -0.51 -0.11 1.48
H -0.171 -0.920 1.937 -0.76 -0.10 0.95
H -0.186 1.019 1.790 -0.58 0.12 1.18
H 1.943 -0.029 0.916 -1.18 0.22 -0.54
H -2.736 0.067 0.366 1.09 -0.39 -0.32
```
Forces are in eV/Å.

Here are the Löwdin charges for atoms 1 to 2, given in e:
1. C -0.367
2. C -0.309

***

Molecular formula: C3H5NS2
Method: DFT, the ωB97M-V functional and the def2-TZVPD basis

Properties
LUMO   0.61 eV
SMILES   S=C1CCN1S
ΔE to the lowest compared entry with this formula, charge and spin   35.7 kcal per mole
E   -968.38812 hartree
Charge   0
Multiplicity   1

The geometry in XYZ format:
```
11
Properties=species:S:1:pos:R:3:forces:R:3
S 1.747 -2.033 -0.116 0.15 0.34 -0.04
C 0.838 -0.683 -0.127 0.64 -2.07 0.50
C 1.051 0.784 -0.024 -0.63 1.55 1.29
C -0.535 0.893 -0.147 0.48 0.50 0.15
N -0.511 -0.586 -0.175 -1.04 0.98 0.39
S -1.800 -1.689 -0.161 0.47 0.17 -1.10
H 1.576 1.244 -0.829 0.31 0.07 -0.89
H 1.565 1.216 0.893 -0.97 -1.01 -0.78
H -0.819 1.317 -1.114 -0.17 -0.05 0.15
H -1.131 1.378 0.661 0.59 -0.57 -0.39
H -1.980 -1.840 1.139 0.17 0.08 0.75
```
Forces are in eV/Å.

Here are the Löwdin charges for atoms 1 to 2, given in e:
1. S 0.635
2. C -0.934

***

Molecular formula: C10H12BrO2P
Method: DFT, the ωB97M-V functional and the def2-TZVPD basis

Properties
LUMO   0.77 eV
ΔE to the lowest compared entry with this formula, charge and spin   16.7 kcal per mole
E   -3454.04710 hartree
Charge   0
Multiplicity   1

The geometry in XYZ format:
```
26
Properties=species:S:1:pos:R:3:forces:R:3
C 1.075 -2.308 3.188 -0.79 -2.55 1.98
C -0.238 -2.381 2.751 -1.39 0.10 -1.87
C 1.777 -1.144 3.171 0.71 0.81 -1.17
C -0.821 -1.284 2.012 3.78 -0.18 3.12
C 1.205 -0.085 2.499 -0.70 1.28 0.20
C -0.098 -0.075 2.005 0.19 -1.51 -0.61
C -0.088 0.429 -0.998 -0.59 -0.63 -0.16
C -0.488 1.152 1.222 -0.77 -1.53 -0.62
C -0.711 0.274 -2.351 -0.99 0.75 -1.27
C -0.201 1.488 -3.173 -3.13 -0.05 -0.91
O 1.057 0.214 -0.746 1.41 0.01 -0.14
O -0.965 0.805 -0.116 -0.90 0.73 1.28
P -0.528 1.667 -5.021 -0.18 -1.25 0.42
Br -1.080 3.086 -2.468 -0.45 0.59 0.42
H 1.448 -3.243 3.711 -0.14 1.35 -0.75
H -0.778 -3.369 2.850 0.56 1.36 -0.23
H 2.812 -1.093 3.467 0.08 0.00 0.26
H -1.717 -1.340 1.549 -2.87 -0.37 -1.24
H 1.673 0.871 2.297 0.83 -0.22 0.45
H -1.366 1.662 1.543 -0.35 0.49 0.93
H 0.378 1.772 1.195 0.38 0.80 -0.43
H -1.909 0.285 -2.369 2.88 -0.31 0.13
H -0.225 -0.616 -2.760 -0.57 -0.11 -0.24
H 0.762 1.781 -3.038 3.04 0.00 0.69
H 0.563 0.827 -5.468 -0.59 0.02 0.23
H -1.539 0.627 -4.954 0.52 0.41 -0.48
```
Forces are in eV/Å.

Here are the Löwdin charges for atoms 1 to 2, given in e:
1. C -0.127
2. C -0.066

***

Molecular formula: C10H19NS
Method: DFT, the ωB97M-V functional and the def2-TZVPD basis

Properties
LUMO   0.75 eV
SMILES   CSC[C@@H](C)[C@H](C)[C@@H](C)CC#N
ΔE to the lowest compared entry with this formula, charge and spin   61.2 kcal per mole
E   -845.27046 hartree
Charge   0
Multiplicity   1

The geometry in XYZ format:
```
31
Properties=species:S:1:pos:R:3:forces:R:3
C 3.669 -1.350 0.002 -1.45 -1.98 2.57
S 2.297 -0.320 -0.598 0.60 -0.26 0.30
C 1.115 -0.602 0.765 0.24 1.27 0.18
C 0.141 0.547 0.921 -2.68 1.47 1.89
C 0.919 1.740 1.569 0.11 -3.11 -0.28
C -0.573 1.116 -0.391 -1.26 -2.81 -0.35
C -1.487 2.357 -0.406 1.02 -1.50 0.32
C -1.392 0.024 -1.170 0.91 -3.35 3.02
C -0.672 -1.280 -1.630 3.97 2.30 -2.70
C -2.490 -0.735 -0.349 -1.82 2.38 0.42
C -2.039 -1.644 0.709 0.14 -1.81 0.26
N -1.718 -2.474 1.459 -0.48 1.46 -0.94
H 3.174 -2.218 0.669 1.06 1.98 -1.29
H 4.354 -0.797 0.660 -0.18 -0.16 -0.36
H 4.197 -1.932 -0.731 0.18 0.32 -0.73
H 1.571 -0.525 1.763 0.50 -0.93 -0.57
H 0.579 -1.503 0.594 0.07 -0.86 0.33
H -0.652 0.134 1.774 1.65 1.17 -2.32
H 0.330 2.462 1.962 -2.32 2.68 0.29
H 1.562 2.058 0.792 1.13 0.84 -0.25
H 1.389 1.466 2.512 0.86 -0.65 -0.35
H 0.181 1.261 -1.117 1.47 0.67 -0.44
H -2.524 2.039 -0.296 0.01 0.48 0.43
H -1.351 2.769 -1.392 -0.17 0.55 -0.22
H -1.092 2.992 0.353 -0.46 1.05 0.48
H -1.986 0.431 -1.930 -0.27 0.92 -1.49
H 0.248 -1.057 -2.375 -1.88 -0.31 1.74
H -1.290 -1.852 -2.251 -1.27 -0.93 -0.70
H -0.248 -1.917 -0.859 -0.36 0.24 -0.10
H -3.158 0.025 0.198 0.53 -1.10 -0.91
H -3.053 -1.214 -1.208 0.14 -0.04 1.77
```
Forces are in eV/Å.

Here are the Löwdin charges for atoms 1 to 2, given in e:
1. C -0.417
2. S 0.830

***

Which formula does entry 1 have?
C6H10S